No. 1
The following is a quantum chemistry calculation of an isolated ion of composition C11H14NS and charge +1 at a distorted geometry, from OMol25.

XYZ file:
```
27
C11H14NS (the ωB97M-V functional and the def2-TZVPD basis)
C -3.171 -1.249 0.993
C -1.952 -0.630 1.104
C -4.003 -1.084 -0.104
C -1.360 0.248 0.149
C -3.387 -0.348 -1.101
C -2.152 0.347 -0.939
C -0.153 1.120 0.366
C -2.996 0.632 -2.174
C 1.153 0.316 0.999
C 1.637 -0.780 0.239
C 3.461 0.415 -0.797
N 2.616 -0.667 -0.562
S 0.823 -2.324 0.201
H -3.254 -2.019 1.752
H -1.489 -0.421 2.122
H -5.008 -1.522 -0.396
H 0.127 1.718 -0.514
H -0.661 1.872 1.048
H -3.294 1.681 -2.149
H -2.873 0.193 -3.204
H 1.913 1.035 1.206
H 0.877 -0.129 1.956
H 4.566 0.218 -0.679
H 3.362 0.789 -1.776
H 3.209 1.258 -0.165
H 2.892 -1.677 -0.904
H -0.222 -1.832 0.856
```

For the energy, the calculation gives -23948.4288 eV. The value obtained for the LUMO energy is -3.92 eV. As for the charge: +1. The HOMO energy is -11.901 eV. As for the HOMO-LUMO gap: 7.981 eV.

No. 2
The following is a quantum chemistry calculation of C11H14SSi in the gas phase at a distorted geometry, from OMol25.

XYZ file:
```
27
C11H14SSi (the ωB97M-V functional and the def2-TZVPD basis)
C 3.762 1.448 0.102
C 3.124 0.284 -0.150
C 2.816 2.567 -0.061
C 0.332 2.621 -0.540
C 1.711 0.566 -0.508
C 1.605 2.025 -0.365
C 0.589 -0.092 -0.686
C -0.743 1.888 -0.708
C 0.655 -3.330 -1.224
C -1.253 -1.893 0.893
C -2.967 2.822 0.488
Si -0.259 -1.708 -0.738
S -2.431 1.791 -0.924
H 4.721 1.405 0.378
H 3.527 -0.781 -0.068
H 3.219 3.607 0.120
H 0.192 3.760 -0.459
H 1.678 -3.467 -0.925
H 0.232 -4.072 -0.695
H 0.593 -3.406 -2.295
H -2.134 -2.490 0.632
H -0.756 -2.454 1.548
H -1.397 -0.917 1.290
H -4.092 2.938 0.609
H -2.506 3.893 0.228
H -2.469 2.319 1.437
H -1.209 -1.643 -1.741
```

For the energy, the calculation gives -30341.0031 eV. The value obtained for the LUMO energy is -0.39 eV. As for the charge: 0. The HOMO energy is -7.512 eV. As for the HOMO-LUMO gap: 7.127 eV.

No. 3
The following is a quantum chemistry calculation of C11H15BrIrN2O7 as an isolated structure at a distorted geometry, from OMol25.

XYZ file:
```
37
C11H15BrIrN2O7 (the ωB97M-V functional and the def2-TZVPD basis)
Ir -5.653 -6.854 10.242
O -4.741 -7.162 8.279
C -5.488 -7.003 7.011
C -5.631 -5.513 6.816
N -6.245 -4.839 7.998
C -5.473 -3.818 8.585
C -4.277 -4.475 9.530
O -3.136 -4.144 9.296
O -4.531 -5.282 10.617
C -7.619 -4.771 8.086
C -8.257 -5.611 9.197
O -9.293 -5.393 9.692
O -7.574 -6.785 9.483
H -4.567 -8.141 8.304
H -6.477 -7.564 7.046
H -4.834 -7.435 6.278
H -6.371 -5.234 5.989
H -4.664 -5.026 6.748
H -5.954 -3.261 9.413
H -4.908 -3.170 7.854
H -8.201 -5.017 7.151
H -7.969 -3.755 8.415
O -7.103 -6.809 15.961
C -6.851 -6.619 14.615
C -7.842 -6.370 13.683
C -7.496 -6.367 12.343
N -6.296 -6.809 11.970
C -5.416 -7.294 12.855
Br -3.761 -7.931 12.208
C -5.614 -7.031 14.158
H -8.034 -6.461 16.019
H -8.805 -6.091 14.051
H -8.258 -6.110 11.600
H -4.796 -7.170 14.900
O -6.585 -8.967 10.107
H -6.463 -9.313 11.018
H -7.481 -8.525 10.152
```

For the energy, the calculation gives -101820.5794 eV. The value obtained for the LUMO energy (alpha / beta) is -6.50 / -10.67 eV. The spin multiplicity is 6. As for the charge: +2. The HOMO energy (alpha / beta) is -14.018 / -16.463 eV. As for the HOMO-LUMO gap (alpha / beta): 7.517 / 5.792 eV.

No. 4
The following is a quantum chemistry calculation of a 2-piece molecular cluster, C11H15BrNO2 overall at a distorted geometry, from OMol25.

XYZ file:
```
30
C11H15BrNO2 (the ωB97M-V functional and the def2-TZVPD basis)
C 0.242 0.660 -1.879
C -1.423 -0.465 1.770
C 2.898 1.181 0.454
C 2.616 -0.039 -0.343
C 1.854 2.252 0.246
C 1.228 -0.548 -0.089
C 0.455 1.742 0.402
C 0.298 0.508 -0.504
C -3.488 -2.314 -0.483
C -2.153 -1.503 -0.623
C -2.000 -0.275 0.304
N 0.214 0.720 -3.034
O -1.528 0.480 2.521
O -0.882 -1.555 1.941
Br -3.404 1.072 0.213
H 3.124 0.912 1.513
H 3.952 1.557 0.181
H 2.694 0.096 -1.507
H 3.375 -0.771 -0.018
H 2.057 3.088 0.946
H 1.996 2.517 -0.807
H 1.099 -1.425 -0.748
H 1.229 -0.889 0.963
H 0.251 1.187 1.386
H -0.197 2.567 0.204
H -3.288 -3.317 -0.645
H -3.825 -2.210 0.585
H -4.316 -1.945 -1.004
H -1.267 -2.169 -0.357
H -1.812 -1.113 -1.587
```

For the energy, the calculation gives -87276.6644 eV. The value obtained for the LUMO energy (alpha / beta) is 3.14 / 2.76 eV. As for the charge: -1. The HOMO energy (alpha / beta) is -4.712 / -4.476 eV. As for the HOMO-LUMO gap (alpha / beta): 7.848 / 7.234 eV.

No. 5
The following is a quantum chemistry calculation of C11H15CaNP as an isolated structure at a distorted geometry, from OMol25.

XYZ file:
```
29
C11H15CaNP (the ωB97M-V functional and the def2-TZVPD basis)
C 0.731 2.109 -3.530
C 1.595 2.685 -2.558
C 0.798 3.188 -1.489
C -0.575 2.923 -1.792
C -0.610 2.233 -3.044
Ca 0.517 0.737 -1.494
P 1.782 -1.544 -2.220
H 1.036 1.626 -4.454
H 2.682 2.753 -2.642
H 1.164 3.711 -0.600
H -1.512 1.914 -3.576
H -1.436 3.193 -1.180
H 2.467 -2.243 -1.180
H 2.824 -1.448 -3.203
H 0.985 -2.590 -2.778
N 0.004 -0.031 0.823
C -0.553 -0.770 1.944
C -1.927 -0.801 2.254
C -2.374 -1.666 3.274
C -1.461 -2.439 3.995
C -0.100 -2.373 3.700
C 0.356 -1.535 2.667
H -0.771 0.543 0.420
H 0.202 -0.776 0.127
H -2.608 -0.178 1.647
H -3.449 -1.723 3.487
H -1.812 -3.089 4.788
H 0.640 -2.959 4.257
H 1.408 -1.453 2.357
```

For the energy, the calculation gives -40864.7055 eV. The value obtained for the LUMO energy (alpha / beta) is 3.23 / 3.23 eV. As for the charge: -1. The HOMO energy (alpha / beta) is 0.037 / 0.034 eV. As for the HOMO-LUMO gap (alpha / beta): 3.190 / 3.193 eV.

No. 6
The following is a quantum chemistry calculation of a 5-piece molecular cluster, C11H15Cl12F3O3S overall at a distorted geometry, from OMol25.

XYZ file:
```
45
C11H15Cl12F3O3S (the ωB97M-V functional and the def2-TZVPD basis)
C 4.320 2.795 1.886
C 2.951 2.204 1.568
C 2.983 0.713 1.211
O 2.958 0.552 -0.230
S 1.466 0.277 -0.829
O 1.725 -0.165 -2.168
O 0.708 1.723 -1.029
C -0.134 2.063 0.072
C -1.490 1.325 0.054
C -2.551 2.175 0.695
F -2.406 3.532 0.693
C -3.635 1.701 1.352
F -4.493 0.874 0.769
F -3.950 2.006 2.605
H 4.659 2.475 2.867
H 4.252 3.881 1.844
H 5.016 2.513 1.097
H 2.224 2.354 2.368
H 2.534 2.719 0.703
H 3.900 0.245 1.559
H 2.138 0.157 1.622
H 0.312 1.879 1.049
H -0.302 3.138 0.007
H -1.753 0.961 -0.941
H -1.375 0.460 0.703
C -3.055 -2.288 2.092
Cl -1.341 -1.919 2.336
Cl -3.394 -2.579 0.390
Cl -3.536 -3.672 3.070
H -3.633 -1.431 2.413
C 0.888 -3.859 -3.138
Cl -0.704 -3.232 -2.708
Cl 1.867 -4.105 -1.689
Cl 0.742 -5.362 -4.051
H 1.382 -3.126 -3.763
C -1.858 -8.320 -5.164
Cl -2.457 -6.966 -6.122
Cl -2.597 -9.834 -5.688
Cl -0.099 -8.419 -5.255
H -2.132 -8.150 -4.132
C -0.106 6.071 2.450
Cl 0.554 4.867 1.337
Cl 1.178 6.796 3.419
Cl -1.002 7.307 1.571
H -0.791 5.568 3.119
```

For the energy, the calculation gives -187045.4082 eV. The value obtained for the LUMO energy is -0.07 eV. As for the charge: 0. The HOMO energy is -9.098 eV. As for the HOMO-LUMO gap: 9.026 eV.

No. 7
The following is a quantum chemistry calculation of C11H15Cl2GaNdO2 as an isolated structure at a distorted geometry, from OMol25.

XYZ file:
```
32
C11H15Cl2GaNdO2 (the ωB97M-V functional and the def2-TZVPD basis)
Nd 0.171 -0.775 -0.766
Cl -0.342 1.623 -2.015
C -2.058 -1.393 -0.290
H -2.443 -2.091 0.475
H -2.487 -1.695 -1.257
H -2.374 -0.356 -0.038
Ga 0.127 0.171 -3.833
C -1.302 0.824 -5.171
C 1.643 1.282 -4.661
C 0.501 -1.784 -3.702
H 2.575 1.213 -4.085
H 1.866 1.043 -5.713
H 1.258 2.316 -4.635
H -2.318 0.445 -4.965
H -1.287 1.929 -5.071
H -1.089 0.612 -6.236
H -0.166 -2.556 -4.138
H 1.495 -2.218 -3.942
Cl 0.554 1.105 7.774
C 0.479 0.607 6.112
C 0.309 -0.752 5.784
C 0.319 -1.122 4.427
C 0.431 -0.197 3.385
C 0.506 1.143 3.751
C 0.501 1.558 5.078
C 0.517 -0.545 1.955
O 0.510 -1.732 1.512
O 0.609 0.469 1.118
H 0.260 -1.503 6.622
H 0.145 -2.152 4.195
H 0.481 1.893 2.983
H 0.610 2.639 5.349
```

For the energy, the calculation gives -108444.3840 eV. The value obtained for the LUMO energy (alpha / beta) is 1.99 / 2.00 eV. The spin multiplicity is 4. As for the charge: -1. The HOMO energy (alpha / beta) is -2.915 / -2.951 eV. As for the HOMO-LUMO gap (alpha / beta): 4.903 / 4.948 eV.

No. 8
The following is a quantum chemistry calculation of C11H15ClGdI2N2OPS as an isolated structure at a distorted geometry, from OMol25.

XYZ file:
```
35
C11H15ClGdI2N2OPS (the ωB97M-V functional and the def2-TZVPD basis)
I 0.059 -0.599 -2.408
I 1.854 -2.414 -2.228
Gd 0.545 0.568 1.565
P -1.271 -2.243 0.519
C -1.436 -3.289 -0.959
C -1.135 -3.616 1.757
H -3.330 -1.297 1.453
H -3.624 -2.962 0.903
H -3.501 -1.644 -0.285
C -3.104 -2.019 0.667
H -1.172 -3.176 2.758
H -1.954 -4.331 1.651
H -2.040 -4.178 -0.741
H -0.456 -3.643 -1.277
H -0.181 -4.124 1.589
H -1.894 -2.740 -1.772
C 2.575 -0.321 -4.331
O 2.955 0.197 -5.278
Cl -1.602 0.983 2.690
N -0.833 3.674 1.163
C 0.471 3.696 0.861
N 1.173 2.538 0.691
C 2.483 2.809 0.236
C 3.291 1.783 -0.268
C 4.435 2.282 -0.936
C 4.718 3.676 -1.012
C 3.846 4.653 -0.487
C 2.698 4.188 0.133
S 1.324 5.145 0.688
H -1.240 4.583 1.323
H -1.392 2.841 1.293
H 3.002 0.711 -0.165
H 5.161 1.639 -1.421
H 5.597 4.092 -1.523
H 3.910 5.737 -0.537
```

For the energy, the calculation gives -86339.1267 eV. The value obtained for the LUMO energy (alpha / beta) is -6.94 / -10.95 eV. The spin multiplicity is 8. As for the charge: +2. The HOMO energy (alpha / beta) is -12.076 / -14.102 eV. As for the HOMO-LUMO gap (alpha / beta): 5.141 / 3.156 eV.